The following is a DFT calculation (ωB97M-V/def2-TZVPD) of CH6F3PSi2 as an isolated structure in a non-equilibrium geometry.

Values from the calculation:
strongest force on any atom: 3.43 eV/A
ΔE to the lowest compared entry with this formula, charge and spin: 51.1 kcal per mole
Kohn-Sham gap: 8.25 eV
highest occupied orbital energy: -9.84 eV

Cartesian coordinates (Å):
1 C -0.33450 0.78343 -1.00493
2 F -1.53106 -0.71636 1.50478
3 F -2.74313 0.86722 0.33886
4 F -2.23702 -1.12662 -0.71799
5 Si 0.93622 1.87860 -0.17971
6 Si 0.69529 -1.84454 -0.05110
7 P -1.39897 0.01497 0.02513
8 H 1.77898 1.12185 0.76515
9 H 0.40482 3.02639 0.56172
10 H 1.78827 2.36964 -1.26724
11 H -0.24483 -2.95915 0.07765
12 H 1.36494 -1.47760 1.19282
13 H 1.52100 -1.93783 -1.24513